{
  "formula": "C6H12O",
  "method": "ωB97M-V/def2-TZVPD",
  "lumo_ev": 0.955,
  "de_lowest_kcal_mol": 80.5,
  "total_energy_ev": -8460.8645,
  "charge": 0,
  "homo_lumo_gap_ha": 0.35691,
  "homo_energy_ev": -8.757,
  "species": ["C", "C", "O", "C", "C", "C", "C", "H", "H", "H", "H", "H", "H", "H", "H", "H", "H", "H", "H"],
  "xyz": [[-1.067490, -0.133536, -1.696263], [-0.914462, -0.507239, -0.235141], [-1.516683, -1.636193, 0.140628], [1.018959, -0.944527, -0.070701], [1.455981, 0.109060, 0.932584], [0.496049, 1.293031, 0.777198], [-0.895276, 0.668304, 0.741623], [-0.806831, -0.981129, -2.334034], [-0.489472, 0.749847, -1.986765], [-2.134889, 0.074758, -1.837914], [-0.199977, -1.581581, 0.123943], [1.364046, -1.957203, 0.203975], [1.358092, -0.757778, -1.091393], [1.368848, -0.291725, 1.950372], [2.501540, 0.406788, 0.791568], [0.702631, 1.823036, -0.162538], [0.597083, 2.021293, 1.589017], [-1.673235, 1.380277, 0.440569], [-1.164916, 0.264516, 1.723273]],
  "atomic_forces_ev_per_a": [[0.0, 0.0, 0.0], [0.0, 0.4, -0.2], [-0.1, -0.1, 0.0], [0.2, 0.1, -0.1], [0.0, 0.0, 0.1], [0.0, 0.0, 0.0], [-0.1, -0.1, 0.0], [0.0, 0.1, 0.1], [-0.1, -0.1, 0.1], [0.1, 0.0, 0.0], [0.2, -0.2, 0.1], [-0.1, 0.1, 0.0], [-0.1, 0.0, 0.1], [0.0, 0.1, -0.1], [-0.1, 0.0, 0.0], [0.0, -0.1, 0.1], [0.0, -0.1, -0.1], [0.1, -0.1, 0.0], [0.1, 0.1, -0.1]],
  "lowdin_charge": [-0.02, -0.55, -0.12, -0.09, -0.22, -0.20, -0.13, 0.09, 0.08, 0.10, 0.13, 0.12, 0.10, 0.12, 0.11, 0.11, 0.11, 0.13, 0.13]
}